# 1
This record from the Open Molecules 2025 dataset describes a structure of composition C4H9NO2. The level of theory is ωB97M-V with the def2-TZVPD basis set.

Geometry as ORCA input:
```
! RIJCOSX wB97M-V def2-TZVPD def2/J DEFGRID3
* xyz 0 1
C 0.725 -1.493 1.246
C 0.330 -0.169 0.622
O 1.015 0.023 -0.605
C -1.154 -0.077 0.223
N -1.242 0.942 -0.820
C -0.137 0.800 -1.680
O -0.033 0.504 -2.817
H 0.172 -1.664 2.177
H 1.794 -1.505 1.472
H 0.511 -2.312 0.551
H 0.564 0.659 1.310
H 1.219 1.237 -0.820
H -1.490 -1.034 -0.191
H -1.809 0.192 1.054
H -1.268 1.879 -0.434
H 0.802 2.019 -1.288
*
```

***

# 2
This record from the Open Molecules 2025 dataset describes a cluster of 2 separate species, C5H11N3 in total in a non-equilibrium geometry. The level of theory is ωB97M-V with the def2-TZVPD basis set.

Geometry as ORCA input:
```
! RIJCOSX wB97M-V def2-TZVPD def2/J DEFGRID3
* xyz 0 1
C -2.098 0.401 1.577
C -2.595 -2.485 -0.602
C -2.328 -0.398 0.538
C 3.044 1.459 -0.443
C 0.906 0.445 -0.832
N -2.187 -1.112 -0.468
N 1.598 0.943 1.305
N 1.799 0.886 0.036
H -1.045 0.670 1.566
H -2.732 1.218 1.754
H -3.019 -2.732 -1.549
H -3.224 -2.774 0.210
H 3.450 2.311 -0.044
H 3.738 0.687 -0.361
H 3.016 1.668 -1.593
H -0.055 0.299 -0.452
H 1.123 0.361 -1.944
H 2.435 1.424 1.788
H -1.825 -3.271 -0.487
*
```

***

Record order is preserved below.
ΔE to the lowest compared entry with this formula, charge and spin: 103.26 131.20 kcal per mole
Record order is preserved below.
Frontier orbital gap: 10.28 8.51 eV